(1)
The following is a quantum chemistry calculation of a cluster of 2 separate species, C5H8N2 in total, from the Open Molecules 2025 dataset.

Geometry (Å):
C 0.418 0.826 1.915
C -0.107 0.218 0.652
C 0.235 -1.118 0.187
N -0.786 -1.439 -0.764
C -0.830 -0.185 -1.377
N 0.126 -0.207 -2.321
C -0.848 0.811 -0.328
H 0.285 1.912 1.922
H -0.098 0.413 2.790
H 1.486 0.610 2.033
H 0.573 -1.892 0.876
H -0.486 -2.131 -1.445
H 0.355 0.731 -2.649
H 0.979 -0.596 -1.236
H -1.067 1.865 -0.448

Calculated values
Relative energy (zero: lowest compared OMol25 entry of this formula, charge and spin): 4.1425 eV
LUMO: 0.656 eV
Highest occupied orbital energy: -8.3 eV
Kohn-Sham gap: 8.916 eV

Need the Löwdin charges? In units of e they are: C -0.048; C -0.306; C -0.131; N 0.006; C -0.433; N 0.061; C -0.013; H 0.077; H 0.082; H 0.083; H 0.107; H 0.122; H 0.068; H 0.216; H 0.108

(2)
The following is a quantum chemistry calculation of the molecule C5H8N2, from the Open Molecules 2025 dataset.

Geometry (Å):
C -2.431 -0.331 -0.179
C -1.111 -0.234 -0.497
C -0.589 1.100 -0.778
N 0.619 1.186 -0.344
C 0.981 -0.106 0.377
N 2.388 -0.337 0.439
C 0.051 -1.044 -0.310
H -3.130 0.474 -0.385
H -2.777 -1.209 0.356
H 0.633 0.174 1.402
H -1.116 1.948 -1.211
H 1.213 2.003 -0.337
H 2.685 -0.388 1.406
H 2.626 -1.195 -0.045
H -0.042 -2.043 0.107

Calculated values
Relative energy (zero: lowest compared OMol25 entry of this formula, charge and spin): 3.4432 eV
LUMO: 0.239 eV
Highest occupied orbital energy: -6.2 eV
Kohn-Sham gap: 6.400 eV

Need the Löwdin charges? In units of e they are: C 0.024; C -0.397; C -0.008; N 0.119; C -0.441; N 0.054; C -0.106; H 0.035; H 0.047; H 0.149; H 0.145; H 0.157; H 0.070; H 0.076; H 0.076

(3)
The following is a quantum chemistry calculation of the molecule C5H8N2 in a non-equilibrium geometry, from the Open Molecules 2025 dataset.

Geometry (Å):
C -0.126 1.382 -1.582
C -0.466 -0.053 -1.107
C 0.622 -0.601 -0.229
N 0.325 0.085 1.036
C 0.179 -0.633 2.302
C -0.918 -0.460 1.315
N -1.775 -0.753 0.442
H 0.778 1.766 -1.085
H -0.915 2.116 -1.416
H 0.095 1.404 -2.666
H -0.877 -0.672 -1.900
H 0.500 -1.690 -0.154
H 1.635 -0.331 -0.531
H 0.686 -1.592 2.415
H 0.256 0.034 3.160

Calculated values
Relative energy (zero: lowest compared OMol25 entry of this formula, charge and spin): 5.2261 eV
LUMO (alpha / beta): 0.390 / 0.390 eV
Highest occupied orbital energy (alpha / beta): -8.6 / -8.6 eV
Kohn-Sham gap (alpha / beta): 8.950 / 8.948 eV

Need the Löwdin charges? In units of e they are: C -0.088; C -0.112; C -0.227; N -0.052; C -0.015; C -0.451; N 0.182; H 0.070; H 0.072; H 0.077; H 0.097; H 0.120; H 0.119; H 0.107; H 0.100

(4)
The following is a quantum chemistry calculation of the molecule C5H8N2 in a non-equilibrium geometry, from the Open Molecules 2025 dataset.

Geometry (Å):
C -0.214 0.738 2.260
N -0.178 0.126 0.932
C 0.093 -1.250 0.713
C -0.107 -1.573 -0.601
C -0.420 -0.217 -1.161
C 0.551 0.189 -2.269
N -0.458 0.806 -0.095
H -0.718 0.070 2.971
H -0.743 1.692 2.222
H 0.807 0.921 2.606
H 0.332 -1.814 1.611
H -1.446 -0.229 -1.536
H 0.495 -0.569 -3.046
H 1.573 0.167 -1.879
H 0.328 1.164 -2.713

Calculated values
Relative energy (zero: lowest compared OMol25 entry of this formula, charge and spin): 4.0198 eV
LUMO: -0.049 eV
Highest occupied orbital energy: -7.9 eV
Kohn-Sham gap: 7.896 eV

Need the Löwdin charges? In units of e they are: C -0.002; N -0.195; C -0.148; C -0.020; C -0.453; C -0.070; N 0.146; H 0.097; H 0.091; H 0.097; H 0.087; H 0.145; H 0.073; H 0.081; H 0.073

(5)
The following is a quantum chemistry calculation of the molecule C5H8N2, from the Open Molecules 2025 dataset.

Geometry (Å):
C 0.922 1.353 -0.706
N -0.242 0.622 -0.154
C -0.291 0.587 1.313
C -0.292 -0.722 1.667
C -0.301 -1.601 0.550
C -0.331 -0.844 -0.630
N -0.482 -0.899 -1.905
H 0.888 1.268 -1.794
H 0.856 2.396 -0.387
H 1.832 0.900 -0.312
H -0.152 1.504 1.864
H -0.293 -1.049 2.702
H -0.382 -2.678 0.593
H -0.649 -1.848 -2.221
H -1.083 1.012 -0.580

Calculated values
Relative energy (zero: lowest compared OMol25 entry of this formula, charge and spin): 2.3448 eV
LUMO: 0.909 eV
Highest occupied orbital energy: -6.7 eV
Kohn-Sham gap: 7.573 eV

Need the Löwdin charges? In units of e they are: C -0.013; N -0.113; C -0.127; C -0.116; C -0.083; C -0.412; N 0.078; H 0.085; H 0.094; H 0.108; H 0.094; H 0.106; H 0.085; H 0.039; H 0.174

(6)
The following is a quantum chemistry calculation of the molecule C5H8N2 in a non-equilibrium geometry, from the Open Molecules 2025 dataset.

Geometry (Å):
C -0.394 2.462 0.983
C -0.250 1.030 0.590
C -0.530 0.338 -0.558
N 0.091 -0.952 -0.419
C 0.299 -2.116 -1.291
C 0.575 -0.938 0.834
N 0.360 0.178 1.468
H -0.794 2.539 1.998
H 0.588 2.946 0.963
H -1.032 2.990 0.283
H -1.041 0.537 -1.480
H 0.669 -1.772 -2.254
H 1.040 -2.815 -0.867
H -0.615 -2.696 -1.426
H 1.101 -1.767 1.284

Calculated values
Relative energy (zero: lowest compared OMol25 entry of this formula, charge and spin): 0.3583 eV
LUMO: 0.891 eV
SMILES: Cc1cn(C)cn1
Highest occupied orbital energy: -8.5 eV
Kohn-Sham gap: 9.435 eV

Need the Löwdin charges? In units of e they are: C -0.049; C -0.368; C -0.007; N -0.120; C -0.028; C -0.214; N 0.083; H 0.076; H 0.078; H 0.068; H 0.104; H 0.083; H 0.091; H 0.082; H 0.122

(7)
The following is a quantum chemistry calculation of the molecule C5H8N2, from the Open Molecules 2025 dataset.

Geometry (Å):
C -0.992 1.593 1.328
C -0.596 0.257 0.776
C -1.399 -0.676 0.033
N -0.689 -1.537 -0.648
N 0.615 -1.259 -0.315
C 1.456 -0.983 -1.484
C 0.666 -0.177 0.548
H -0.897 2.329 0.517
H -0.318 1.902 2.130
H -2.022 1.626 1.693
H -2.478 -0.644 -0.076
H 1.084 -0.078 -1.990
H 1.473 -1.813 -2.185
H 2.468 -0.779 -1.137
H 1.628 0.240 0.811

Calculated values
Relative energy (zero: lowest compared OMol25 entry of this formula, charge and spin): 1.2475 eV
LUMO: 0.956 eV
SMILES: Cc1cnn(C)c1
Highest occupied orbital energy: -9.1 eV
Kohn-Sham gap: 10.059 eV

Need the Löwdin charges? In units of e they are: C -0.059; C -0.262; C -0.114; N 0.058; N -0.204; C -0.059; C -0.082; H 0.082; H 0.075; H 0.074; H 0.108; H 0.093; H 0.081; H 0.080; H 0.128

(8)
The following is a quantum chemistry calculation of the molecule C5H8N2, from the Open Molecules 2025 dataset.

Geometry (Å):
C 2.406 -0.397 0.096
C 1.049 0.230 -0.056
C 0.496 1.449 0.412
N -0.835 1.439 0.390
N -1.157 0.246 -0.130
C -2.501 -0.293 -0.128
C -0.062 -0.479 -0.444
H 3.255 0.234 -0.179
H 2.454 -1.317 -0.497
H 2.544 -0.699 1.142
H 1.014 2.352 0.717
H -3.046 -0.044 -1.042
H -3.046 0.074 0.743
H -2.416 -1.381 -0.047
H -0.154 -1.413 -0.979

Calculated values
Relative energy (zero: lowest compared OMol25 entry of this formula, charge and spin): 0.7908 eV
LUMO: 1.002 eV
SMILES: Cc1cnn(C)c1
Highest occupied orbital energy: -8.8 eV
Kohn-Sham gap: 9.821 eV

Need the Löwdin charges? In units of e they are: C -0.064; C -0.270; C -0.122; N 0.066; N -0.228; C -0.024; C -0.066; H 0.070; H 0.073; H 0.078; H 0.103; H 0.084; H 0.088; H 0.085; H 0.128

(9)
The following is a quantum chemistry calculation of the molecule C5H8N2, from the Open Molecules 2025 dataset.

Geometry (Å):
C -2.380 -0.209 0.016
C -0.920 0.125 0.110
C -0.329 1.321 -0.215
N 1.033 1.141 -0.193
C 1.324 -0.153 0.134
N 2.680 -0.563 0.116
C 0.135 -0.805 0.355
H -2.610 -0.595 -0.985
H -2.667 -0.985 0.733
H -3.019 0.664 0.183
H -0.765 2.278 -0.469
H 1.739 1.842 -0.349
H 2.826 -1.354 0.732
H 2.932 -0.866 -0.821
H 0.021 -1.841 0.653

Calculated values
Relative energy (zero: lowest compared OMol25 entry of this formula, charge and spin): 0.1415 eV
LUMO: 1.044 eV
SMILES: Cc1c[nH]c(N)c1
Highest occupied orbital energy: -7.7 eV
Kohn-Sham gap: 8.736 eV

Need the Löwdin charges? In units of e they are: C -0.068; C -0.306; C -0.095; N 0.059; C -0.389; N 0.076; C -0.018; H 0.076; H 0.072; H 0.072; H 0.112; H 0.149; H 0.076; H 0.081; H 0.104

(10)
The following is a quantum chemistry calculation of the molecule C5H8N2, from the Open Molecules 2025 dataset.

Geometry (Å):
C 1.779 0.632 -1.491
C 0.674 0.035 -0.666
C 0.598 -1.225 -0.126
N -0.475 -1.252 0.733
C -1.098 -0.035 0.743
N -2.191 0.147 1.626
C -0.427 0.774 -0.143
H 1.508 1.642 -1.821
H 2.690 0.734 -0.890
H 2.032 0.042 -2.377
H 1.210 -2.100 -0.289
H -0.859 -2.059 1.196
H -1.857 0.415 2.550
H -2.800 0.892 1.302
H -0.712 1.758 -0.484

Calculated values
Relative energy (zero: lowest compared OMol25 entry of this formula, charge and spin): 0.2019 eV
LUMO: 1.047 eV
SMILES: Cc1c[nH]c(N)c1
Highest occupied orbital energy: -7.6 eV
Kohn-Sham gap: 8.688 eV

Need the Löwdin charges? In units of e they are: C -0.065; C -0.304; C -0.094; N 0.057; C -0.385; N 0.075; C -0.021; H 0.070; H 0.075; H 0.071; H 0.111; H 0.148; H 0.081; H 0.078; H 0.102

(11)
The following is a quantum chemistry calculation of the molecule C5H8N2, from the Open Molecules 2025 dataset.

Geometry (Å):
C -1.277 1.314 0.871
C -0.313 0.178 0.742
N 0.360 -0.275 1.742
C 1.086 -1.367 1.198
N 0.884 -1.664 -0.028
C -0.036 -0.640 -0.505
C 0.628 0.050 -1.701
H -1.346 1.617 1.919
H -0.947 2.170 0.273
H -2.277 1.035 0.519
H 1.789 -1.904 1.827
H -0.975 -1.100 -0.844
H -0.001 0.817 -2.160
H 1.587 0.492 -1.408
H 0.839 -0.725 -2.445

Calculated values
Relative energy (zero: lowest compared OMol25 entry of this formula, charge and spin): 0.4574 eV
LUMO: 0.672 eV
SMILES: CC1=NC=N[C@@H]1C
Highest occupied orbital energy: -10.1 eV
Kohn-Sham gap: 10.752 eV

Need the Löwdin charges? In units of e they are: C -0.026; C -0.312; N 0.123; C -0.200; N 0.076; C -0.357; C -0.051; H 0.080; H 0.083; H 0.084; H 0.106; H 0.155; H 0.074; H 0.085; H 0.078

(12)
The following is a quantum chemistry calculation of the molecule C5H8N2, from the Open Molecules 2025 dataset.

Geometry (Å):
C 1.518 -0.454 -0.634
C 0.594 0.340 0.332
C -0.445 1.289 -0.301
N -1.422 0.873 0.706
C -0.676 -0.355 1.002
C -1.002 -1.532 0.163
N -1.035 -2.372 -0.628
H 1.125 -0.556 -1.654
H 2.538 -0.054 -0.732
H 1.560 -1.452 -0.253
H 1.176 0.819 1.131
H -0.677 0.949 -1.324
H -0.250 2.362 -0.313
H -2.383 0.797 0.397
H -0.750 -0.666 2.067

Calculated values
Relative energy (zero: lowest compared OMol25 entry of this formula, charge and spin): 1.5784 eV
LUMO: 0.996 eV
SMILES: C[C@H]1CN[C@H]1C#N
Highest occupied orbital energy: -9.7 eV
Kohn-Sham gap: 10.740 eV

Need the Löwdin charges? In units of e they are: C -0.067; C -0.253; C -0.179; N -0.017; C -0.272; C -0.190; N 0.160; H 0.076; H 0.078; H 0.055; H 0.135; H 0.116; H 0.107; H 0.110; H 0.143